Entry 1:
C2H2F4 | the ωB97M-V functional and the def2-TZVPD basis

Each line ends with the Löwdin charge.
CARTESIAN COORDINATES (ANGSTROEM)
F: -0.88762 -1.10580 0.68735  0.085
F: -1.54122 0.74405 -0.31881  0.095
F: 0.81108 1.14721 0.67340  0.066
F: 1.59234 -0.75361 -0.26574  0.100
C: 0.71462 0.25790 -0.36904  -0.319
C: -0.69334 -0.30053 -0.38840  -0.328
H: -0.81855 -0.91187 -1.25031  0.154
H: 0.91972 0.88094 -1.19092  0.148

Properties
Highest occupied orbital energy (eV): -12.463
SMILES: FC(F)C(F)F
Charge: 0
E_LUMO (eV): 0.895
Frontier orbital gap (Eh): 0.491


Entry 2:
C2H2F4 | the ωB97M-V functional and the def2-TZVPD basis

Each line ends with the Löwdin charge.
CARTESIAN COORDINATES (ANGSTROEM)
F: -1.31896 0.23178 1.19174  0.043
F: 2.33672 0.83636 0.91219  0.096
F: 2.74205 -0.19719 -0.81352  -0.010
F: -0.48497 -1.18084 -0.21708  0.037
C: -1.38624 -0.25035 -0.01774  -0.393
C: 1.79556 0.60140 -0.21704  -0.038
H: -2.37024 -0.75829 -0.26372  0.138
H: -1.31393 0.71714 -0.57483  0.129

Properties
Highest occupied orbital energy (eV): -11.549
Charge: 0
E_LUMO (eV): 0.053
Frontier orbital gap (Eh): 0.426


Entry 3:
C2H2FFeLiO2 | the ωB97M-V functional and the def2-TZVPD basis

Each line ends with the Löwdin spin population.
CARTESIAN COORDINATES (ANGSTROEM)
Fe: -0.56852 -0.36268 1.49089  3.971
F: 2.20677 0.42915 0.54824  0.068
O: -2.36849 0.13987 1.18279  0.253
O: -1.37832 1.25296 0.87913  0.348
C: 1.57259 -1.72924 0.07844  0.089
C: 1.15014 -0.46766 0.31738  0.252
Li: -2.63547 0.93832 -0.38237  0.004
H: 2.61356 -2.03628 0.23799  0.010
H: 0.87970 -2.43747 -0.38211  0.005

Properties
Highest occupied orbital energy (spin up / spin down) (eV): -14.205 / -14.011
Charge: +1
2S+1: 6
E_LUMO (spin up / spin down) (eV): -4.987 / -6.773
Frontier orbital gap (spin up / spin down) (Eh): 0.339 / 0.266
Expectation value of S²: 8.770


Entry 4:
C2H2FGaO3 | the ωB97M-V functional and the def2-TZVPD basis

Each line ends with the Löwdin spin population.
CARTESIAN COORDINATES (ANGSTROEM)
Ga: -1.17300 -1.83626 -1.29608  0.728
F: -0.49243 3.46940 -4.11696  0.001
O: -1.23449 1.85360 -2.80802  0.007
O: -0.96576 -0.41735 -2.05331  0.225
O: 0.49220 1.04315 -1.28724  0.007
C: -0.59524 0.73731 -1.90025  0.031
C: -0.91512 3.11954 -2.91698  0.002
H: 0.60537 1.98264 -1.07133  0.000
H: -0.44079 3.66719 -2.09472  0.000

Properties
Highest occupied orbital energy (spin up / spin down) (eV): -26.861 / -29.175
Charge: +3
2S+1: 2
E_LUMO (spin up / spin down) (eV): -16.908 / -18.940
Frontier orbital gap (spin up / spin down) (Eh): 0.366 / 0.376
Expectation value of S²: 0.751


Entry 5:
C2H2FI3O | the ωB97M-V functional and the def2-TZVPD basis

Each line ends with the Löwdin charge.
CARTESIAN COORDINATES (ANGSTROEM)
I: -1.08436 -2.44293 0.02899  0.826
I: 2.04567 -1.29716 -1.06106  0.803
I: -1.93223 0.96460 1.15498  0.914
F: -0.98863 0.23505 -1.53432  -0.066
O: 0.98704 1.69291 -0.10612  -0.223
C: -0.46450 0.31874 -0.27335  -0.948
C: 0.29437 -0.85375 0.13364  -1.297
H: 0.42287 2.22750 0.46966  -0.053
H: 0.71977 -0.84495 1.18758  0.043

Properties
Highest occupied orbital energy (eV): -9.386
Charge: 0
E_LUMO (eV): -0.776
Frontier orbital gap (Eh): 0.316


Entry 6:
C2H2FIO | the ωB97M-V functional and the def2-TZVPD basis

Each line ends with the Löwdin charge.
CARTESIAN COORDINATES (ANGSTROEM)
I: 3.07210 -1.06288 -1.28223  0.405
F: -2.33975 0.36293 0.69857  -0.054
O: 1.24905 0.16967 -0.52183  -0.465
C: -1.00002 0.28599 1.01824  0.055
C: 0.03468 -0.12153 -0.46487  -0.112
H: -0.46235 -0.72765 -1.13645  0.073
H: -0.55370 1.09346 1.68857  0.098

Properties
Highest occupied orbital energy (spin up / spin down) (eV): -8.845 / -9.187
SMILES: F/C=C/OI
Charge: 0
E_LUMO (spin up / spin down) (eV): -1.673 / -1.604
Frontier orbital gap (spin up / spin down) (Eh): 0.264 / 0.279


Entry 7:
C2H2FIO3 | the ωB97M-V functional and the def2-TZVPD basis

Each line ends with the Löwdin spin population.
CARTESIAN COORDINATES (ANGSTROEM)
I: -2.29903 -0.95013 0.04831  1.251
F: -0.36562 1.91165 0.80497  0.014
O: 0.30970 -0.46153 1.44003  0.067
O: 0.59986 -1.11410 -0.77605  0.090
O: 0.19404 1.50840 -1.33470  0.080
C: -0.14623 -0.24889 0.20344  0.392
C: -0.05138 1.14184 -0.23888  0.092
H: 0.53502 -0.77846 -1.61134  0.003
H: 1.22364 -1.00879 1.46423  0.011

Properties
Highest occupied orbital energy (spin up / spin down) (eV): -6.645 / -10.318
Charge: 0
2S+1: 3
E_LUMO (spin up / spin down) (eV): 0.478 / -3.952
Frontier orbital gap (spin up / spin down) (Eh): 0.262 / 0.234
Expectation value of S²: 2.007


Entry 8:
C2H2FLuO2 | the ωB97M-V functional and the def2-TZVPD basis

Each line ends with the Löwdin spin population.
CARTESIAN COORDINATES (ANGSTROEM)
Lu: 0.29846 0.30903 1.56280  0.671
F: 0.08585 -1.24166 0.36061  0.089
O: -0.01448 2.31493 2.18937  0.126
O: 2.54175 4.03905 1.74277  0.037
C: 0.59805 3.25009 2.95807  0.034
C: 1.44423 4.23909 2.14827  0.030
H: -0.22372 3.85903 3.38912  0.004
H: 1.23150 2.99815 3.83401  0.008

Properties
Highest occupied orbital energy (spin up / spin down) (eV): -11.069 / -15.863
Charge: +1
2S+1: 2
E_LUMO (spin up / spin down) (eV): -7.919 / -7.680
Frontier orbital gap (spin up / spin down) (Eh): 0.116 / 0.301
Expectation value of S²: 0.751


Entry 9:
C2H2FN3 | the ωB97M-V functional and the def2-TZVPD basis

Each line ends with the Löwdin charge.
CARTESIAN COORDINATES (ANGSTROEM)
F: 2.47912 -0.92825 -0.30643  -0.206
N: -1.29569 0.94392 -0.67040  0.189
N: 0.87294 0.48181 0.37561  0.029
N: 1.99943 0.28240 0.45274  0.087
C: -0.25266 -0.08657 -0.26076  -0.273
C: -1.55357 0.22900 0.31408  -0.059
H: -2.26195 -0.03727 1.04725  0.106
H: 0.01238 -0.88504 -0.95209  0.128

Properties
Highest occupied orbital energy (eV): -10.571
SMILES: F/N=N\[C@H]1C=N1
Charge: 0
E_LUMO (eV): 0.168
Frontier orbital gap (Eh): 0.395


Entry 10:
C2H2FN3O | the ωB97M-V functional and the def2-TZVPD basis

Each line ends with the Löwdin charge.
CARTESIAN COORDINATES (ANGSTROEM)
F: -2.23523 -4.55345 1.07561  0.111
O: 1.22319 -4.24635 1.52134  0.043
N: 0.76896 -1.13188 -0.60253  0.077
N: 0.05248 -4.37234 1.41364  -0.099
N: -0.80806 -0.35427 1.16164  0.114
C: -0.03350 -0.73534 0.38941  -0.411
C: -1.09307 -4.12959 1.56103  -0.065
H: 1.69015 -1.57306 -0.51895  0.111
H: 0.58515 -0.52975 -1.43134  0.120

Properties
Highest occupied orbital energy (eV): -10.177
SMILES: [O-][N+]#CF.N#CN
Charge: 0
E_LUMO (eV): -0.655
Frontier orbital gap (Eh): 0.350


Entry 11:
C2H2FN3O | the ωB97M-V functional and the def2-TZVPD basis

Each line ends with the Löwdin charge.
CARTESIAN COORDINATES (ANGSTROEM)
F: -0.51991 2.01947 0.02935  0.146
O: -1.96477 -0.57361 0.00465  0.082
N: 0.39476 -1.36573 -0.02170  0.052
N: 1.29658 0.54606 -0.06882  0.053
N: 1.52906 -0.76706 0.05710  -0.028
C: -0.60909 -0.41280 -0.05711  -0.306
C: -0.00852 0.81864 -0.07965  -0.293
H: 2.08720 1.22544 0.09119  0.196
H: -2.20533 -1.49042 0.04499  0.098

Properties
Highest occupied orbital energy (eV): -9.126
SMILES: Oc1nn[nH]c1F
Charge: 0
E_LUMO (eV): 0.765
Frontier orbital gap (Eh): 0.363


Entry 12:
C2H2FNO2 | the ωB97M-V functional and the def2-TZVPD basis

Each line ends with the Löwdin charge.
CARTESIAN COORDINATES (ANGSTROEM)
F: -0.00685 1.40278 -0.63980  0.085
O: 0.72432 1.87186 1.37931  0.206
O: 1.15848 -0.12248 0.49151  0.060
N: 0.58541 -1.06624 -0.36045  0.043
C: 0.63102 1.07005 0.52754  -0.596
C: -0.66303 -1.01896 -0.43767  0.007
H: -1.33115 -0.36504 0.11386  0.104
H: -1.09820 -1.77197 -1.07429  0.090

Properties
Highest occupied orbital energy (eV): -11.387
SMILES: C=NOC(=O)F
Charge: 0
E_LUMO (eV): 0.552
Frontier orbital gap (Eh): 0.439


Table of energy (eV), in record order: -12976.1349; -12973.4180; -43498.6975; -63299.4022; -31170.2993; -14967.0624; -19062.7808; -42529.6192; -9289.3468; -11336.4864; -11339.8229; -10406.7344
Table of ΔE to the lowest compared entry with this formula, charge and spin (kcal per mole), in record order: 7.8; 70.5; 95.5; 0.0; 61.4; 90.5; 0.0; 40.4; 93.8; 93.4; 16.5; 56.5